Computed, not measured: a molecular structure, C36H47AsGaGeN3O2SeSi3, with ωB97M-V/def2-TZVPD.

Geometry as XYZ:
```
95
Properties=species:S:1:pos:R:3
Ga 0.095 -1.142 0.549
O 0.094 -2.111 -1.182
N -0.094 -3.018 -2.098
C -1.046 -3.876 -2.015
C -1.182 -4.791 -3.118
N -1.343 -5.527 -3.986
C -2.004 -3.974 -0.945
N -2.760 -4.035 -0.084
O -0.631 0.549 -0.100
As -2.237 1.101 -0.139
C -3.336 -0.148 -1.069
C -4.556 -0.599 -0.583
C -5.322 -1.447 -1.369
C -4.864 -1.847 -2.616
C -3.626 -1.419 -3.084
C -2.859 -0.560 -2.313
C -2.789 1.616 1.612
C -1.827 1.748 2.604
C -2.193 2.241 3.848
C -3.515 2.587 4.093
C -4.473 2.462 3.093
C -4.111 1.991 1.841
C -2.267 2.730 -1.147
C -3.015 2.834 -2.315
C -3.068 4.050 -2.983
C -2.381 5.147 -2.484
C -1.637 5.039 -1.314
C -1.588 3.833 -0.636
H -4.895 -0.315 0.405
H -6.277 -1.803 -1.006
H -5.469 -2.508 -3.224
H -3.259 -1.753 -4.047
H -1.896 -0.212 -2.670
H -0.803 1.458 2.404
H -1.446 2.349 4.623
H -3.802 2.959 5.068
H -5.500 2.743 3.287
H -4.849 1.923 1.051
H -3.554 1.978 -2.696
H -3.652 4.140 -3.891
H -2.433 6.097 -3.002
H -1.106 5.899 -0.925
H -1.034 3.751 0.291
Se -1.359 -2.061 2.254
C -0.542 -1.463 3.890
C -1.399 -1.144 4.940
C -0.883 -0.757 6.168
C 0.490 -0.672 6.355
C 1.345 -1.009 5.316
C 0.832 -1.422 4.092
H -2.471 -1.207 4.792
H -1.559 -0.520 6.981
H 0.894 -0.362 7.311
H 2.419 -0.966 5.462
H 1.503 -1.734 3.305
C 2.559 -4.293 -0.855
Si 3.456 -2.795 -0.201
C 3.497 -2.841 1.674
C 5.205 -2.670 -0.862
Ge 2.342 -0.722 -0.827
Si 2.058 0.048 -3.136
C 1.395 -1.255 -4.292
C 3.809 0.491 -3.644
C 0.967 1.571 -3.164
Si 2.921 1.271 0.517
C 4.779 1.352 0.257
C 2.104 2.809 -0.154
C 2.552 1.076 2.336
H 3.150 -5.196 -0.678
H 2.366 -4.212 -1.928
H 1.597 -4.415 -0.351
H 3.952 -3.773 2.023
H 2.487 -2.792 2.091
H 4.079 -2.009 2.083
H 5.814 -3.486 -0.460
H 5.670 -1.724 -0.570
H 5.227 -2.738 -1.953
H 1.907 -2.210 -4.156
H 1.538 -0.933 -5.328
H 0.331 -1.433 -4.134
H 4.452 -0.394 -3.639
H 4.252 1.234 -2.973
H 3.817 0.905 -4.657
H 0.193 1.520 -2.398
H 0.478 1.671 -4.139
H 1.549 2.479 -2.984
H 5.037 1.385 -0.806
H 5.289 0.494 0.703
H 5.171 2.262 0.726
H 2.573 3.126 -1.089
H 2.193 3.627 0.568
H 1.046 2.628 -0.349
H 3.055 0.199 2.752
H 1.481 0.964 2.512
H 2.890 1.956 2.892
```

Computed properties:
Gap between HOMO and LUMO (spin up / spin down) in eV: 7.82 / 5.53
Charge: +1
Multiplicity: 2

Partial atomic charges computed with the Löwdin method, in multiples of e: 0.1841 -0.3564 0.0235 -0.2848 -0.1591 0.1831 -0.1563 0.1987 -0.5132 1.2843 -0.3119 -0.0741 -0.0543 -0.0505 -0.0614 -0.1126 -0.3069 -0.0994 -0.0583 -0.0542 -0.0579 -0.0871 -0.2952 -0.0786 -0.0589 -0.0576 -0.0582 -0.0947 0.1014 0.1161 0.1166 0.1164 0.1069 0.0862 0.1147 0.1140 0.1143 0.1072 0.0986 0.1136 0.1136 0.1133 0.1041 0.8030 -0.6147 -0.1429 -0.0789 -0.0788 -0.0739 -0.1480 0.1018 0.1097 0.1078 0.1109 0.0494 -0.2054 0.3495 -0.2085 -0.2127 0.7830 0.3769 -0.2096 -0.2158 -0.2017 0.3733 -0.2030 -0.1979 -0.2038 0.0465 0.0292 0.0288 0.0480 -0.0022 0.0313 0.0414 0.0187 0.0322 0.0320 0.0441 0.0117 0.0316 0.0135 0.0431 -0.0062 0.0446 0.0261 0.0192 0.0275 0.0467 0.0319 0.0469 -0.0053 0.0241 0.0058 0.0502

Computed, not measured: a molecular structure, C36H47CaN5P2 in a non-equilibrium geometry, with ωB97M-V/def2-TZVPD.

Geometry as XYZ:
```
91
Properties=species:S:1:pos:R:3
Ca 0.428 -1.899 -0.689
C -1.366 3.270 -0.939
C -2.015 2.358 -1.663
C -1.730 2.070 -3.111
C -0.432 1.254 -3.381
C 0.785 2.031 -3.782
C 1.142 3.252 -3.316
C 0.258 4.344 -2.830
C -0.306 4.235 -1.368
C 1.767 -3.443 0.268
H -1.580 3.328 0.147
H -2.786 1.712 -1.205
H -1.682 3.042 -3.608
H -2.585 1.489 -3.505
H -0.238 0.603 -2.500
H -0.609 0.497 -4.162
H 1.519 1.470 -4.371
H 2.221 3.460 -3.242
H -0.505 4.606 -3.574
H 0.977 5.183 -2.757
H 0.574 4.023 -0.736
H -0.636 5.245 -1.043
H 1.322 -3.429 1.277
H 2.777 -3.017 0.349
H 1.815 -4.496 -0.034
P 1.521 -1.149 -6.610
P -2.053 -0.552 -6.583
N 2.864 -0.026 -6.923
N 2.226 -2.438 -7.698
N -2.112 1.135 -7.130
N -3.624 -1.042 -7.427
C 0.429 -0.480 -7.975
C -0.969 -1.136 -7.997
C 3.875 0.283 -6.000
C 4.815 1.093 -6.623
C 4.390 1.294 -7.972
C 3.185 0.611 -8.128
C 2.355 -3.775 -7.316
C 2.821 -4.508 -8.403
C 2.961 -3.607 -9.506
C 2.593 -2.342 -9.047
C -1.680 2.242 -6.377
C -1.581 3.353 -7.207
C -1.988 2.936 -8.515
C -2.232 1.574 -8.455
C -4.483 -0.429 -8.347
C -5.420 -1.364 -8.802
C -5.145 -2.599 -8.124
C -4.023 -2.392 -7.326
H 0.861 -0.631 -8.980
H 0.355 0.610 -7.819
H -1.446 -0.932 -8.977
H -0.904 -2.234 -7.885
H 3.807 -0.098 -4.986
H 5.712 1.495 -6.167
H 4.892 1.860 -8.744
H 2.532 0.561 -8.987
H 2.087 -4.062 -6.309
H 3.040 -5.568 -8.407
H 3.286 -3.838 -10.509
H 2.544 -1.416 -9.594
H -1.508 2.154 -5.318
H -1.238 4.341 -6.918
H -2.104 3.557 -9.393
H -2.516 0.891 -9.250
H -4.401 0.611 -8.620
H -6.193 -1.171 -9.532
H -5.712 -3.519 -8.207
H -3.482 -3.072 -6.681
C 2.293 -0.004 1.843
N 0.913 -0.210 1.362
C 0.407 1.086 0.860
C 0.111 -0.661 2.561
C -1.318 -1.000 2.206
C -2.403 -0.727 3.088
C -3.704 -1.019 2.682
C -3.921 -1.639 1.450
C -2.814 -1.991 0.631
C -1.551 -1.613 0.991
H 2.285 0.726 2.676
H 2.924 0.380 1.032
H 2.697 -0.957 2.207
H -0.591 0.994 0.411
H 0.347 1.825 1.684
H 1.112 1.475 0.109
H 0.649 -1.532 2.984
H 0.164 0.116 3.348
H -2.214 -0.251 4.060
H -4.553 -0.759 3.327
H -4.942 -1.853 1.126
H -2.988 -2.583 -0.271
```

Computed properties:
Gap between HOMO and LUMO in eV: 6.40
Charge: 0
Energy above the lowest of the compared OMol25 structures with the same formula, charge and spin in kJ/mol: 122.5
Multiplicity: 1

Partial atomic charges computed with the Löwdin method, in multiples of e: 1.2579 -0.1379 -0.1098 -0.2053 -0.2091 -0.1066 -0.1033 -0.1956 -0.1743 -0.4012 0.1142 0.1150 0.0886 0.1142 0.0899 0.0470 0.0780 0.1083 0.1089 0.1092 0.1088 0.1171 -0.0615 -0.0728 -0.0707 1.1041 1.1054 -0.2778 -0.2553 -0.2630 -0.2507 -0.4125 -0.4020 -0.1595 -0.0991 -0.0806 -0.1531 -0.1605 -0.1049 -0.0841 -0.1483 -0.1306 -0.0766 -0.0785 -0.1839 -0.1499 -0.0915 -0.1045 -0.1736 0.0613 0.0731 0.0844 0.0744 0.0944 0.0922 0.0935 0.0878 0.0893 0.0890 0.0907 0.0784 0.0458 0.0956 0.0969 0.0970 0.0844 0.0892 0.0898 0.0915 -0.1134 -0.3335 -0.1219 -0.1798 -0.2957 -0.0593 -0.1234 -0.1128 -0.1880 -0.2303 0.0899 0.0825 0.0838 0.0594 0.0990 0.0812 0.1211 0.1171 0.1006 0.0957 0.0872 0.0636